(1)
{
  "formula": "C32H43BCdN16O2",
  "method": "ωB97M-V/def2-TZVPD",
  "total_energy_ev": -67053.5772,
  "spin_multiplicity": 2,
  "total_charge": 1,
  "homo_ev": [-10.297, -11.010],
  "orbital_gap_ev": [8.291, 8.465],
  "max_force_ev_per_a": 0.635,
  "elements": ["Cd", "C", "C", "C", "C", "N", "N", "B", "N", "C", "C", "C", "C", "N", "N", "C", "C", "C", "C", "N", "N", "C", "C", "C", "C", "N", "H", "H", "H", "H", "H", "H", "H", "H", "H", "H", "H", "H", "H", "H", "H", "H", "H", "H", "H", "H", "N", "N", "C", "N", "N", "N", "O", "O", "H", "H", "H", "H", "H", "N", "C", "C", "N", "H", "H", "H", "H", "H", "H", "H", "H", "N", "C", "C", "C", "C", "C", "C", "C", "C", "C", "C", "C", "C", "C", "H", "H", "H", "H", "H", "H", "H", "H", "H", "H"],
  "coordinates": [[-0.82481, 0.77049, 0.80229], [2.19909, 1.56555, -1.35450], [2.38791, 0.78993, -0.09568], [3.58480, 0.51263, 0.57070], [3.21256, -0.23495, 1.66370], [1.87958, -0.40803, 1.63469], [1.36497, 0.24077, 0.55878], [1.01624, -1.15393, 2.71158], [-0.10667, -2.02261, 2.06739], [-0.28142, -3.33667, 2.30374], [-1.49947, -3.71228, 1.79803], [-2.04568, -2.54007, 1.26600], [-3.40497, -2.43962, 0.65072], [-1.20064, -1.52106, 1.42470], [0.34804, -0.09036, 3.63182], [0.44776, 0.12534, 4.95501], [-0.29366, 1.24150, 5.27101], [-0.83329, 1.67001, 4.05604], [-1.69278, 2.86666, 3.80300], [-0.44757, 0.86106, 3.07232], [1.96276, -2.10181, 3.43041], [2.77495, -2.99598, 2.80824], [3.32726, -3.80416, 3.76446], [2.78276, -3.33805, 4.98172], [3.04863, -3.83547, 6.36577], [1.96015, -2.32698, 4.76860], [2.73398, 1.08914, -2.17718], [2.59513, 2.57815, -1.25671], [1.14725, 1.62029, -1.62189], [4.57838, 0.80996, 0.28567], [3.81293, -0.65524, 2.45034], [0.44892, -3.91668, 2.83920], [-1.95035, -4.68836, 1.82630], [-4.02508, -3.24566, 1.03958], [-3.37100, -2.54434, -0.43487], [-3.89091, -1.49770, 0.89660], [1.03818, -0.53659, 5.56220], [-0.42366, 1.68754, 6.24114], [-1.21869, 3.76914, 4.19161], [-2.65662, 2.77545, 4.30762], [-1.85195, 3.00069, 2.73384], [2.88742, -2.99843, 1.73692], [4.02012, -4.61443, 3.61859], [3.55159, -4.80006, 6.33650], [2.11813, -3.94405, 6.92080], [3.68415, -3.13896, 6.91350], [-3.43094, 1.35611, 1.62114], [-4.40710, 1.23064, 0.61877], [-4.08629, 0.51482, -0.51210], [-5.10015, 0.21916, -1.33967], [-2.82338, 0.21659, -0.65866], [-2.46501, -0.62764, -1.67139], [-1.11422, -0.58711, -1.90508], [-3.19106, -1.06526, -2.58850], [-3.48321, 0.59143, 2.29185], [-3.57052, 2.23385, 2.10543], [-5.37681, 1.21201, 0.90373], [-6.05156, 0.40320, -1.07854], [-4.88621, -0.39506, -2.11739], [0.51936, 3.17486, 1.34962], [-0.12265, 4.29701, 0.67159], [-0.54145, 3.88212, -0.73158], [-1.34172, 2.65130, -0.70580], [0.60216, 3.33880, 2.34571], [1.46214, 3.03005, 1.00300], [0.51341, 5.18546, 0.59890], [-1.00806, 4.58339, 1.24555], [0.34690, 3.70021, -1.33691], [-1.08376, 4.70778, -1.20065], [-1.32920, 2.18893, -1.61349], [-2.31138, 2.86514, -0.49570], [-0.90603, 0.39912, -2.94282], [-0.04081, 0.02639, -3.81296], [0.76587, -1.21616, -3.81310], [0.97236, -1.86765, -5.02964], [1.72162, -3.03065, -5.08518], [2.29533, -3.54072, -3.92970], [2.10877, -2.88961, -2.71838], [1.34156, -1.73847, -2.65347], [0.15530, 1.01864, -4.90408], [1.42788, 1.25911, -5.41650], [1.61265, 2.21760, -6.40076], [0.52767, 2.93234, -6.88708], [-0.74477, 2.68883, -6.38656], [-0.93153, 1.73895, -5.39640], [0.52605, -1.47050, -5.93180], [1.86128, -3.53501, -6.03132], [2.89045, -4.44286, -3.97508], [2.55734, -3.28341, -1.81604], [1.20997, -1.24134, -1.70332], [2.27473, 0.69870, -5.04194], [2.60400, 2.40130, -6.79223], [0.67168, 3.67242, -7.66247], [-1.59375, 3.23384, -6.77612], [-1.92131, 1.52954, -5.01318]],
  "lowdin_spin": [0.000, 0.000, 0.000, 0.000, 0.000, 0.000, 0.000, 0.000, 0.000, 0.000, 0.000, 0.001, 0.001, 0.000, 0.000, 0.000, 0.000, 0.000, 0.000, 0.000, 0.000, 0.000, 0.000, 0.000, 0.000, 0.000, 0.000, 0.000, 0.000, 0.000, 0.000, 0.000, 0.000, 0.000, 0.000, 0.000, 0.000, 0.000, 0.000, 0.000, 0.000, 0.000, 0.000, 0.000, 0.000, 0.000, 0.001, 0.026, 0.058, 0.046, 0.029, 0.391, 0.008, 0.385, 0.000, 0.000, 0.002, 0.003, -0.002, 0.000, 0.000, 0.000, 0.000, 0.000, 0.000, 0.000, 0.000, 0.000, 0.000, 0.000, 0.000, 0.041, 0.003, 0.001, 0.000, 0.000, 0.000, 0.000, 0.000, 0.002, 0.001, 0.000, 0.001, 0.000, 0.001, 0.000, 0.000, 0.000, 0.000, 0.000, 0.000, 0.000, 0.000, 0.000, 0.000]
}


(2)
{
  "formula": "C4H9NO",
  "method": "ωB97M-V/def2-TZVPD",
  "total_energy_ev": -7829.6104,
  "homo_ev": -9.200,
  "orbital_gap_ev": 9.979,
  "max_force_ev_per_a": 4.387,
  "smiles": "CC(=O)N(C)C",
  "elements": ["C", "C", "O", "N", "C", "C", "H", "H", "H", "H", "H", "H", "H", "H", "H"],
  "coordinates": [[-1.75296, 0.78637, -0.06600], [-0.69588, -0.32034, -0.07584], [-0.94904, -1.53952, 0.15525], [0.56420, 0.13018, -0.20527], [0.95510, 1.46360, 0.12969], [1.64361, -0.87103, -0.03806], [-1.57146, 1.50905, -0.90031], [-2.64491, 0.22028, -0.22204], [-1.73972, 1.20464, 0.95271], [2.08859, 1.65674, 0.45780], [0.68546, 2.28239, -0.59824], [0.26711, 1.68914, 0.97368], [2.60910, -0.38474, -0.73745], [1.21897, -2.01092, -0.55686], [1.83064, -1.11323, 1.12682]],
  "nbo_charge": [-0.715, 0.681, -0.640, -0.478, -0.428, -0.454, 0.226, 0.247, 0.232, 0.233, 0.207, 0.199, 0.212, 0.262, 0.215]
}


(3)
{
  "formula": "C8H8O8PdS2",
  "method": "ωB97M-V/def2-TZVPD",
  "total_energy_ev": -49958.0450,
  "spin_multiplicity": 3,
  "total_charge": -2,
  "homo_ev": [-1.533, -1.786],
  "orbital_gap_ev": [6.595, 6.828],
  "max_force_ev_per_a": 0.135,
  "elements": ["Pd", "O", "C", "O", "C", "C", "C", "C", "C", "O", "C", "C", "O", "O", "H", "H", "H", "H", "H", "H", "H", "H", "O", "S", "O", "O", "S"],
  "coordinates": [[0.13843, 0.44216, 0.72010], [-0.41993, 4.13571, -1.27291], [-0.60517, 3.00218, -0.81517], [-0.26581, 2.58543, 0.33632], [-1.42344, 2.03068, -1.69891], [-2.43717, 1.22280, -0.87875], [-3.53839, 0.66601, -1.79143], [-2.78083, -0.47235, -2.52648], [-1.38389, -0.35567, -1.90218], [-1.71426, 0.01829, -0.55018], [-0.66114, 0.88601, -2.45010], [0.86853, 0.76022, -2.27929], [1.54456, 0.84594, -3.31194], [1.31578, 0.50054, -1.11842], [-1.93430, 2.66002, -2.42746], [-2.76467, 1.69758, 0.04143], [-4.36502, 0.27171, -1.19891], [-3.92753, 1.42901, -2.46631], [-3.22032, -1.44585, -2.30591], [-2.75052, -0.34074, -3.60844], [-0.78869, -1.26471, -1.87959], [-0.82439, 0.97515, -3.52293], [1.57084, 0.44991, 2.73917], [0.50510, -0.49711, 3.14591], [-0.80521, 0.17782, 2.94038], [0.67741, -1.06760, 4.46652], [0.52807, -1.89730, 1.63809]],
  "nbo_charge": [1.227, -0.726, 0.794, -0.794, -0.350, 0.076, -0.427, -0.426, 0.082, -0.530, -0.352, 0.781, -0.726, -0.765, 0.213, 0.226, 0.202, 0.199, 0.202, 0.200, 0.224, 0.215, -1.014, 2.188, -1.024, -1.004, -0.691]
}


(4)
{
  "formula": "C17H35LiN2NaO14S",
  "method": "ωB97M-V/def2-TZVPD",
  "total_energy_ev": -65298.3801,
  "total_charge": -1,
  "homo_ev": -5.415,
  "orbital_gap_ev": 6.479,
  "max_force_ev_per_a": 6.345,
  "elements": ["C", "C", "O", "O", "C", "C", "C", "C", "C", "C", "N", "O", "C", "C", "O", "O", "H", "H", "H", "H", "H", "H", "H", "H", "H", "H", "H", "H", "H", "H", "H", "H", "H", "H", "Li", "Na", "C", "O", "C", "O", "O", "C", "H", "H", "H", "H", "H", "H", "O", "S", "O", "O", "O", "C", "C", "O", "N", "C", "H", "H", "H", "H", "H", "H", "H", "C", "O", "H", "H", "H", "H"],
  "coordinates": [[-1.11801, 1.42105, 4.12701], [-2.46930, 0.75746, 3.76382], [-3.50823, 1.15916, 4.15980], [-2.28057, -0.34155, 3.02996], [-2.89563, -0.61519, 1.74453], [-1.76953, -0.54655, 0.68057], [-1.25753, 0.91566, 0.54655], [-0.04493, 1.06028, -0.39542], [0.17462, 2.41713, -1.15620], [-0.05040, 3.77054, -0.42997], [-0.41724, 4.87278, -1.36340], [0.61748, 5.08698, -2.30334], [-1.69949, 4.59853, -2.01396], [-2.66076, 5.81133, -1.98573], [-2.57343, 6.61822, -1.05208], [-3.49748, 5.87577, -2.87969], [-1.16479, 2.53715, 4.07268], [-0.29195, 1.08752, 3.48948], [-0.84307, 1.08853, 5.16492], [-3.28030, -1.64984, 1.73353], [-3.72259, 0.05773, 1.46862], [-1.00699, -1.25841, 1.04842], [-2.06908, -0.85857, -0.33324], [-0.86428, 1.21548, 1.53900], [-2.11849, 1.58349, 0.33882], [0.85364, 0.73479, 0.15591], [-0.17378, 0.31317, -1.20545], [-0.38411, 2.40673, -2.10337], [1.24565, 2.36147, -1.43657], [0.94218, 4.08832, 0.05791], [-0.85378, 3.77186, 0.37175], [1.43039, 4.65727, -2.02009], [-1.47122, 4.31068, -3.05770], [-2.18640, 3.72711, -1.54253], [-1.88485, 3.13160, 5.57938], [-0.28515, 5.34909, 1.20432], [0.98843, -2.96473, -3.74501], [2.41779, -2.87907, -3.81364], [2.94283, -1.90997, -3.07014], [2.33322, -1.14177, -2.38040], [4.26784, -1.94066, -3.22369], [4.96518, -0.94591, -2.47411], [0.67616, -3.78315, -4.38439], [0.66403, -3.17842, -2.72913], [0.53076, -2.04536, -4.10933], [4.79741, -1.08007, -1.40641], [4.66362, 0.05311, -2.78662], [6.02586, -1.06914, -2.67810], [1.07615, 3.62146, 7.22766], [-0.09931, 3.42969, 6.35460], [-0.56996, 2.02485, 6.43975], [0.25822, 3.74140, 4.94012], [-1.21485, 4.34687, 6.77214], [-2.61871, -7.06069, -3.95340], [-1.26490, -6.41539, -3.79482], [-1.13631, -5.24533, -3.47634], [-0.16652, -7.18501, -4.01975], [-0.11436, -8.58336, -4.40304], [-3.38941, -6.32510, -3.74204], [-2.75045, -7.41681, -4.97617], [-2.72769, -7.88853, -3.25137], [0.70276, -6.69038, -3.89546], [0.43818, -9.13621, -3.64117], [0.41619, -8.66789, -5.35328], [-1.10512, -9.01246, -4.50765], [4.02987, 2.37623, 5.60722], [3.11883, 1.56081, 6.30984], [4.60883, 1.74728, 4.92787], [3.48555, 3.12938, 5.02748], [4.71264, 2.87241, 6.30699], [2.61667, 2.14519, 6.90357]],
  "mulliken_charge": [-0.782, 0.787, -0.650, -0.284, -0.694, -0.587, 0.047, -0.642, -0.440, -1.346, 0.195, -0.469, -0.205, 0.358, -0.716, -0.732, -0.094, 0.233, 0.641, 0.338, 0.357, 0.297, 0.429, -0.331, 0.269, 0.417, 0.126, 0.365, 0.336, 0.674, 0.395, 0.322, 0.320, 0.049, 0.916, 0.939, -0.548, -0.317, 0.835, -0.526, -0.351, -0.603, 0.104, 0.310, 0.299, 0.285, 0.282, 0.210, -0.814, 1.147, -0.690, -0.649, -0.810, -1.329, 0.772, -0.576, -0.132, -0.872, 0.289, 0.360, 0.371, 0.210, 0.290, 0.287, 0.339, -0.486, -0.482, 0.226, 0.190, 0.236, 0.303]
}